Here is C35H57FeNO5P as an isolated structure in a non-equilibrium geometry from the Open Molecules 2025 dataset. Energies are from ωB97M-V with the def2-TZVPD basis set.

The spin multiplicity is 6. Its charge is -2. For the HOMO energy (spin up / spin down), the calculation gives 0.265 / 0.394 eV. As for the expectation value of S²: 8.7698. The gap between HOMO and LUMO (spin up / spin down) comes out at 3.34 / 3.21 eV. As for the total energy: -3403.60388 Ha. Its largest force on an atom is 7.06 eV Å⁻¹.

Geometry as XYZ:
```
100
C35H57FeNO5P ωB97M-V with the def2-TZVPD basis set
H -3.71 0.75 1.10
H 0.06 -1.10 2.68
C -2.55 -0.32 -0.49
H -0.11 -1.80 -5.65
C 1.67 -0.21 -7.46
O -0.47 0.06 -1.93
C -1.05 -2.62 -9.23
O 2.69 -0.09 -6.79
O -0.49 -2.07 -8.02
H -0.94 -3.70 -9.14
H 1.51 2.75 -3.33
C -1.82 -1.58 -0.43
C -0.20 2.74 -4.64
H -2.88 0.66 3.12
H 1.80 -2.17 1.10
H -1.14 4.30 4.69
C -3.02 -0.05 0.83
C -0.86 -0.51 -3.16
H 3.61 0.29 -9.10
H 1.82 3.47 -4.91
H 0.69 2.09 -6.90
H -0.49 -2.24 -10.08
H -1.25 2.83 5.72
H 1.71 0.45 -2.47
H -1.77 -0.28 -5.01
H 2.33 2.52 1.46
H 2.80 1.81 -0.48
H 0.70 3.75 5.30
C -1.71 -1.97 0.93
C 1.27 2.68 -4.40
H -0.92 1.64 -7.50
H 2.37 -0.13 3.23
H 1.41 5.16 2.56
H -1.28 4.58 -4.13
H -0.21 4.82 3.18
N -0.13 1.11 1.54
H -2.09 -2.32 -9.32
C 1.56 3.46 4.69
H 0.28 4.23 1.56
H -1.57 -2.20 -1.29
C -1.71 2.42 3.60
H 2.11 2.67 5.21
C -2.71 1.32 3.96
C -0.14 -0.97 3.75
H -2.80 -1.24 2.71
H 1.70 1.73 -4.76
H -2.71 3.59 5.09
C 1.89 -1.30 0.43
C -1.07 3.57 -3.75
C -0.80 1.57 -5.31
H 0.58 1.49 6.12
H -0.35 -1.49 -3.20
H -0.60 3.69 -2.76
H 3.14 3.70 2.51
C 3.03 -0.61 -9.31
H -2.40 0.73 4.83
C 1.78 0.08 -1.44
C 2.51 2.80 2.50
H 3.04 0.18 1.63
H -1.87 1.78 -5.46
H -1.92 -0.75 -2.99
C 0.26 -0.06 -6.90
H -2.04 2.71 1.45
H 0.30 -1.82 4.29
H -2.04 3.07 -3.61
C -2.28 3.21 2.39
H 1.20 -0.69 -5.08
H 3.07 2.01 3.00
H 2.56 0.97 4.64
Fe -0.23 0.10 -0.17
H -2.85 0.22 -1.38
H -3.38 3.27 2.49
C -0.78 0.06 -4.66
O 1.71 -0.47 -8.78
H 1.24 -2.12 -1.55
H 2.23 4.34 4.65
O -1.20 -0.12 -8.85
H 3.53 -1.48 -8.88
C 2.01 0.12 4.23
H 2.89 -0.74 -10.38
H 0.52 -0.27 6.28
H -1.22 -0.99 3.91
C 0.49 0.33 4.24
C -2.51 -1.07 1.68
C -0.56 -0.73 -8.01
C 0.61 4.40 2.59
C 1.20 3.13 3.22
H 2.22 -0.75 4.88
C 0.11 0.58 5.72
C 2.49 -0.05 0.74
H -0.97 0.61 5.91
H -1.17 -2.83 1.33
C 2.40 0.80 -0.39
H -3.67 1.79 4.21
H -1.90 4.24 2.36
C -1.66 3.35 4.84
P -0.04 1.70 3.03
C 1.54 -1.26 -0.95
C 0.18 -0.74 -5.51
C -0.17 1.42 -6.73
```